Density functional theory data (the ωB97M-V functional and the def2-TZVPD basis) for a molecular structure, CBr2ClNO2.

XYZ file:
```
7
Properties=species:S:1:pos:R:3:forces:R:3
Cl 0.594 -0.141 2.105 -0.1392 -0.2020 -0.0559
N -0.304 0.170 -0.383 -0.4047 0.2511 -0.0944
Br 2.583 1.210 -0.146 -1.7260 -1.7613 0.3816
O -0.689 1.252 -0.052 -0.3013 0.5852 0.1501
O -0.694 -0.509 -1.289 -0.3917 -0.1311 -0.7415
Br 1.249 -2.130 -0.113 0.3085 -0.0528 0.2347
C 0.771 -0.430 0.446 2.6545 1.3109 0.1255
```
Forces are in eV/Å.

## Properties
**HOMO-LUMO gap (spin up / spin down)**: 0.285 / 0.285 Eh
**Spin multiplicity**: 1

Density functional theory data (the ωB97M-V functional and the def2-TZVPD basis) for a molecular structure, C27H49AsIN2OSbV.

XYZ file:
```
83
Properties=species:S:1:pos:R:3:forces:R:3
C -0.848 -3.498 -2.652 -0.0369 0.0334 0.0006
H 4.314 -2.725 -0.903 -0.0391 0.0413 0.0219
C -3.716 -1.089 1.893 -0.0564 -0.1073 0.0507
H 2.579 0.305 -2.372 -0.0087 -0.0341 -0.0181
H 0.955 3.366 3.162 0.0271 0.0151 0.0023
C 2.909 -1.128 1.311 0.0794 0.1011 -0.0233
H 1.565 -1.395 -3.998 -0.0020 0.0162 0.0691
C -0.990 -4.040 -0.251 -0.0290 0.0159 0.0936
C 2.340 -2.097 -3.676 -0.0829 0.0302 -0.0580
H -4.171 -0.251 -0.668 -0.0016 0.0532 0.0912
H 1.017 -1.894 3.050 0.0095 -0.0783 0.0037
Sb 1.063 -1.978 -0.929 0.0390 0.0977 -0.0129
As -0.541 2.280 1.421 0.0480 -0.2056 -0.0217
H 4.707 -2.742 -2.615 0.0131 -0.0082 -0.0080
H -3.563 -1.900 -0.711 -0.0056 -0.0098 0.0079
H -0.174 -2.559 1.923 0.0411 -0.0181 -0.0286
H -0.492 -4.377 0.660 0.0416 0.0006 -0.0209
C -0.706 0.686 -3.314 0.0762 -0.2928 0.0756
H -0.538 -0.373 -3.436 -0.0033 0.0210 -0.0261
V -0.396 0.242 -0.245 0.0336 0.1798 -0.0024
H 0.200 -5.877 -1.780 -0.0055 -0.0123 0.0004
N -0.915 2.533 -2.288 0.0098 -0.3518 0.0254
O -2.412 -0.736 1.457 0.2873 0.1126 -0.4972
H -1.682 -4.833 -0.552 0.0103 -0.0227 -0.0092
C 1.845 -2.202 1.078 0.0202 0.0525 0.3155
I -1.170 1.354 -6.293 -0.0438 -0.0530 -0.4142
C -0.997 1.643 -4.289 -0.0093 0.2996 0.6434
H 0.261 -0.863 1.870 0.0839 -0.0186 -0.1064
H -2.973 -0.710 -1.862 0.0270 0.0232 0.0324
H -1.885 3.984 0.186 0.0162 0.0296 0.0315
H -1.702 7.689 4.699 0.0023 -0.0076 0.0188
C -0.976 4.086 0.788 -0.0747 0.1489 -0.1705
H 1.897 2.904 1.719 0.0016 0.0122 0.0191
H -0.254 -3.288 -3.540 0.0925 0.0080 -0.0056
C -1.555 6.961 3.912 0.0080 0.0259 0.0302
H 1.501 -4.938 -2.487 0.0291 0.0773 -0.0523
C 2.415 -3.569 1.435 0.0483 -0.1095 0.0053
H -1.648 2.826 3.610 -0.0367 -0.0474 0.0305
C -0.009 -3.779 -1.399 -0.3829 -0.3713 -0.0838
C 2.783 -1.873 -2.227 0.3493 0.0267 -0.3509
H -1.588 -3.156 -0.008 0.0570 -0.0066 -0.0216
C 3.338 -0.447 -2.136 -0.0035 0.0799 0.1002
C -3.269 -0.850 -0.820 0.0984 -0.0314 -0.3832
H 3.837 -1.308 0.768 -0.0345 -0.0764 -0.0048
H 1.663 -4.357 1.411 -0.0452 0.0317 -0.0278
C -1.777 2.024 2.885 0.0277 0.0046 0.0108
H -2.800 2.009 2.514 0.0092 0.0008 -0.0245
H -3.295 4.760 2.022 -0.0008 -0.0041 -0.0172
H -0.151 4.379 0.129 -0.0443 0.0172 0.0300
H -1.559 1.052 3.323 -0.0280 0.0384 0.0604
H 0.882 5.696 1.937 0.0120 -0.0057 -0.0061
H 1.978 -3.106 -3.865 -0.0136 -0.0945 0.0624
H -1.536 -2.664 -2.492 0.0166 0.0318 0.0293
H 3.233 -3.868 0.778 -0.0088 0.0374 -0.0264
H 1.398 1.666 2.883 0.0205 0.0195 0.0178
H -3.982 -2.108 1.600 0.0095 0.0328 -0.0238
H 3.751 -0.213 -1.154 -0.0386 -0.0340 -0.0326
C -2.633 6.238 3.424 0.0012 0.0091 -0.0076
C 0.671 -1.878 2.010 -0.1098 0.1202 0.1296
H 4.147 -0.332 -2.864 0.0145 -0.0005 -0.0091
C -0.290 6.760 3.380 -0.0214 -0.0075 -0.0154
C 0.855 -5.016 -1.613 0.0867 -0.0391 0.0066
H 3.154 -1.101 2.377 0.0336 -0.0222 0.0120
C -1.131 2.822 -3.577 0.0351 0.0344 -0.2070
C 3.890 -2.872 -1.897 0.0117 -0.0504 0.0550
H -0.957 3.142 -1.492 -0.0390 0.1590 0.0763
H -1.460 -4.378 -2.874 0.0088 -0.0226 -0.0016
C -2.447 5.317 2.404 -0.0066 0.0006 0.0563
H -3.700 -1.036 2.980 0.0151 -0.0114 -0.0142
C -2.136 -0.491 0.093 -0.5676 -0.1516 0.8981
N -0.659 1.224 -2.098 -0.0011 0.2713 -0.3320
C -1.181 5.107 1.866 0.0388 -0.0755 -0.0302
H -3.621 6.396 3.834 -0.0188 0.0053 -0.0068
H -4.480 -0.404 1.521 0.0302 0.0382 -0.0060
H 2.562 -0.122 1.043 -0.0528 -0.0446 -0.0260
H 3.557 -3.908 -1.970 -0.0408 0.0073 0.0004
H 1.481 -5.247 -0.750 -0.0180 0.0362 0.0009
H 2.814 -3.537 2.454 -0.0108 -0.0038 0.0185
H 3.200 -1.936 -4.333 0.0123 -0.0029 -0.0043
C 1.105 2.600 2.403 -0.0259 -0.0019 0.0305
C -0.106 5.837 2.361 0.0139 0.0343 0.0270
H 0.552 7.328 3.752 0.0124 0.0129 0.0009
H -1.349 3.827 -3.896 -0.0111 -0.0094 -0.0535
```
Forces are in eV/Å.

## Properties
**HOMO-LUMO gap (spin up / spin down)**: 0.282 / 0.243 Eh
**Total charge**: +1
**Spin multiplicity**: 3

Density functional theory data (the ωB97M-V functional and the def2-TZVPD basis) for a molecular structure, C2HLuO2.

XYZ file:
```
6
Properties=species:S:1:pos:R:3:forces:R:3
O -1.156 0.226 -0.071 -1.9896 -1.1364 -1.7264
H 1.615 1.340 1.770 -0.4001 -0.1504 -0.1679
O 0.457 -2.004 -1.954 -5.0941 1.6368 0.4184
C -0.332 0.789 0.715 3.2826 -1.0051 0.0633
Lu -1.376 -1.288 -1.672 5.7329 -0.1530 1.2525
C 0.791 0.936 1.211 -1.5317 0.8080 0.1602
```
Forces are in eV/Å.

## Properties
**HOMO-LUMO gap**: 0.212 Eh
**Spin multiplicity**: 1

no.,molecular weight (g mol⁻¹),F_max (eV/Å)
1,253.28,3.0
2,792.23,1.1
3,232.00,5.9